Version 1
A cluster of 2 separate species, C4H11INO2 in total, computed with the ωB97M-V functional and the def2-TZVPD basis.

Atoms and positions in Å:
C: 2.37209 0.26900 -0.62507
C: -1.72797 2.06071 0.80506
C: 2.09168 0.35187 0.79802
C: -0.30724 0.14335 1.03895
N: -1.77278 -2.65409 -1.48882
O: -0.44873 1.38937 0.77204
O: 0.87751 -0.41639 1.02596
I: -1.90036 -1.14252 1.08194
H: 2.23664 -0.73105 -1.14839
H: 1.64278 0.82652 -1.23587
H: 3.43863 0.55600 -0.88748
H: -1.43353 3.17283 0.95167
H: -2.39696 1.82668 1.61457
H: -2.22969 1.91812 -0.20820
H: 2.00604 1.36854 1.27620
H: 2.86432 -0.08285 1.47218
H: -1.95693 -2.22669 -2.32806
H: -2.45991 -3.44442 -1.34130
H: -0.89559 -3.18498 -1.57339

## Properties
Frontier orbital gap: 8.758 eV
Spin multiplicity: 1
LUMO: -0.1542 hartree
Total charge: +1

Mulliken atomic charge list, values in e, 5 entries:
1 C -1.034
2 C -0.869
3 C -0.112
4 C 0.449
5 N -0.723

=====

Version 2
A cluster of 3 separate species, C4H11INO2 in total, computed with the ωB97M-V functional and the def2-TZVPD basis.

Atoms and positions in Å:
C: -2.83946 0.57137 0.06956
C: 1.05032 1.31102 -2.13582
C: -1.99112 -0.69462 0.22922
C: 1.18063 1.10978 -0.70514
N: -0.80192 -0.72900 0.67596
O: 0.29113 -3.27990 1.05460
O: 0.50914 1.51460 0.15656
I: 2.93676 -0.36124 -0.31111
H: -2.49636 1.56466 0.55233
H: -3.10776 0.57768 -0.91893
H: -3.79723 0.28519 0.56103
H: 0.41788 0.59097 -2.62237
H: 2.09156 1.20662 -2.58875
H: 0.59860 2.27260 -2.29739
H: -2.48644 -1.61033 -0.18943
H: -0.34255 -0.15068 1.28696
H: -0.31895 -1.69462 0.78884
H: 1.16520 -3.04298 1.44615
H: 0.72297 -4.04728 0.59610

## Properties
Frontier orbital gap: 8.675 eV
Spin multiplicity: 1
LUMO: -0.1552 hartree
Total charge: +1

Mulliken atomic charge list, values in e, 5 entries:
1 C -1.051
2 C -0.913
3 C 0.202
4 C 0.450
5 N -0.072

=====

Quick one: least stable of them? version 1

=====

Version 1
The molecule C16H24N2O4S, computed with the ωB97M-V functional and the def2-TZVPD basis.

Atoms and positions in Å:
C: 3.92931 -0.72153 5.96582
C: 3.36024 -2.03763 5.44654
C: 2.12076 -1.84200 4.56986
N: 2.34992 -1.01356 3.40146
S: 3.40047 -1.63698 2.23936
O: 3.43430 -3.06329 2.37058
O: 4.63491 -0.90082 2.27750
C: 2.50630 -1.19678 0.75944
C: 1.50403 -2.03393 0.31109
C: 0.78101 -1.68126 -0.81426
C: 1.05643 -0.49664 -1.49117
C: 0.24046 -0.09668 -2.68390
C: -0.99956 0.68773 -2.23886
C: -1.83053 1.09262 -3.44925
O: -1.52426 0.76904 -4.57983
N: -2.92131 1.85910 -3.20374
C: -3.47920 2.22054 -1.92080
C: -4.87124 1.58371 -1.78582
O: -5.71519 1.97634 -2.83963
C: -5.17281 1.61076 -4.09107
C: -3.79358 2.24045 -4.29981
C: 2.07185 0.33000 -1.02107
C: 2.79935 -0.01785 0.10378
H: 4.34208 -0.13325 5.14869
H: 3.15896 -0.13922 6.46966
H: 4.73137 -0.91462 6.67381
H: 4.11722 -2.55319 4.85361
H: 3.08574 -2.67920 6.28644
H: 1.78945 -2.81002 4.19077
H: 1.30867 -1.38553 5.14417
H: 2.66379 -0.08673 3.65054
H: 1.31881 -2.95354 0.84242
H: 0.00062 -2.33297 -1.17919
H: -0.08395 -0.97597 -3.24117
H: 0.82566 0.52787 -3.35923
H: -0.69076 1.58222 -1.69333
H: -1.60248 0.06630 -1.57254
H: -2.84179 1.89804 -1.10139
H: -3.58548 3.31177 -1.88300
H: -5.35710 1.91129 -0.86534
H: -4.76793 0.48693 -1.77386
H: -5.87843 1.96445 -4.84348
H: -5.08738 0.51554 -4.15650
H: -3.34319 1.89111 -5.22908
H: -3.88546 3.33179 -4.31723
H: 2.29761 1.24664 -1.54607
H: 3.60236 0.59893 0.47511

## Properties
Frontier orbital gap: 9.751 eV
Spin multiplicity: 1
LUMO: 0.0195 hartree
SMILES string: CCCNS(=O)(=O)c1ccc(CCC(=O)N2CCOCC2)cc1

Mulliken atomic charge list, values in e, 5 entries:
1 C -1.178
2 C -0.231
3 C -0.856
4 N -0.249
5 S 1.413

=====

Version 2
The molecule C16H24N2O4S, computed with the ωB97M-V functional and the def2-TZVPD basis.

Atoms and positions in Å:
C: 3.80174 2.59145 -2.33652
C: 2.57058 2.58195 -2.81035
C: 1.69145 1.37290 -2.92809
N: 2.27988 0.18155 -2.36231
C: 2.61897 -0.88383 -3.11423
O: 2.47293 -0.92044 -4.32168
C: 3.24551 -2.03206 -2.33455
C: 2.28469 -2.73384 -1.36963
C: 1.05437 -3.31529 -2.07768
C: -0.12591 -2.34269 -2.09956
C: -0.81246 -2.23704 -0.73302
N: -1.48340 -0.97049 -0.52273
S: -0.56662 0.31366 0.03731
O: 0.80725 -0.08913 0.19092
O: -0.85357 1.45153 -0.79117
C: -1.28296 0.55505 1.64589
C: -2.39360 1.36183 1.77580
C: -2.99862 1.51470 3.01137
C: -2.48276 0.84593 4.12138
O: -2.99308 0.91549 5.37172
C: -4.12996 1.71676 5.60353
C: -1.35193 0.03356 3.97265
C: -0.75675 -0.11090 2.73872
H: 4.38262 3.49604 -2.28059
H: 4.28372 1.69167 -1.99279
H: 2.10626 3.49520 -3.15803
H: 0.73402 1.58321 -2.43573
H: 1.50388 1.16420 -3.98796
H: 2.28585 0.12040 -1.35447
H: 4.09576 -1.64024 -1.77147
H: 3.61921 -2.75075 -3.06647
H: 2.83645 -3.53966 -0.87962
H: 1.96973 -2.03126 -0.59713
H: 0.73797 -4.23595 -1.58132
H: 1.32327 -3.56802 -3.10447
H: -0.85513 -2.66315 -2.84702
H: 0.23047 -1.35357 -2.38827
H: -0.07624 -2.31289 0.06726
H: -1.54579 -3.03903 -0.60331
H: -2.04957 -0.67965 -1.30476
H: -2.76756 1.87620 0.90516
H: -3.86357 2.15209 3.09895
H: -4.98953 1.37049 5.02192
H: -4.34842 1.61355 6.66497
H: -3.93246 2.76829 5.37542
H: -0.96637 -0.46843 4.84540
H: 0.12131 -0.72213 2.60708

## Properties
Frontier orbital gap: 9.603 eV
Spin multiplicity: 1
LUMO: 0.0189 hartree
SMILES string: C=CCNC(=O)CCCCCNS(=O)(=O)c1ccc(OC)cc1

Mulliken atomic charge list, values in e, 5 entries:
1 C -0.827
2 C -0.271
3 C -0.313
4 N 0.193
5 C 0.508

=====

Quick one: least stable of them? version 2

=====

Version 1
A structure of composition C16H14ClF8N6O4PbSb, computed with the ωB97M-V functional and the def2-TZVPD basis.

Atoms and positions in Å:
Pb: 0.41892 -0.52427 -0.86828
O: -1.60879 0.61172 -1.43750
C: -2.80417 0.36637 -1.10964
C: -3.29313 -0.87228 -0.63071
C: -4.66139 -0.95056 -0.47050
C: -5.20205 -2.15614 -0.21023
C: -4.46110 -3.32855 0.18208
C: -3.09471 -3.16785 0.07767
C: -2.46123 -1.95299 -0.32926
O: -1.16436 -1.99214 -0.45661
N: -6.62728 -2.34508 -0.37581
O: -7.36626 -1.38075 -0.42534
O: -7.00492 -3.53626 -0.31263
H: -3.53044 1.12398 -1.33766
H: -5.36321 -0.09510 -0.46698
H: -4.97471 -4.25086 0.43957
H: -2.36584 -3.93415 0.32532
N: 4.73690 -1.33185 0.33337
N: 5.07749 -0.06109 -0.08053
N: 6.26544 0.55552 0.00528
C: 5.96941 1.84837 -0.20012
N: 4.66565 1.99107 -0.46352
N: 4.06733 0.80447 -0.37630
H: 5.54318 -1.95029 0.55371
H: 3.88006 -1.75124 -0.03605
H: 6.77034 2.59792 -0.25763
Cl: -2.57732 6.14076 1.82831
C: -1.34557 5.10843 1.20385
C: -0.79193 4.09757 2.00815
C: 0.12339 3.21781 1.43259
C: 0.64644 3.42224 0.11160
C: 1.70719 2.60365 -0.28787
C: 0.06178 4.44763 -0.67841
C: -0.89574 5.23879 -0.12705
H: -1.09443 4.06007 3.03125
H: 0.56653 2.38956 2.01391
H: 2.23332 2.06835 0.46451
H: 2.10572 2.71489 -1.29128
H: 0.38257 4.48149 -1.72361
H: -1.23899 6.11431 -0.69578
F: 1.67111 -2.53144 -1.64297
Sb: 2.20459 -4.31788 -0.92233
F: 2.60711 -3.13437 0.52735
F: 0.37074 -4.27782 -0.31400
F: 3.99976 -3.95071 -1.60470
F: 1.67316 -5.10749 -2.62414
F: 2.73911 -5.88252 0.00872
F: 2.05324 0.08203 1.98062
C: 0.84278 -0.34856 1.44819
F: 0.42723 -1.44199 2.16667
H: 0.11710 0.48720 1.61475

## Properties
Frontier orbital gap (spin up / spin down): 6.769 / 6.415 eV
Spin multiplicity: 2
LUMO (spin up / spin down): 0.0583 / 0.0432 hartree
Total charge: -1

Mulliken atomic charge list, values in e, 5 entries:
1 Pb 1.306
2 O -0.696
3 C -0.232
4 C 0.541
5 C -0.488

=====

Version 2
A structure of composition C16H14ClF8N6O4PbSb, computed with the ωB97M-V functional and the def2-TZVPD basis.

Atoms and positions in Å:
Pb: 0.03433 -0.16643 0.09336
O: -1.95449 1.26629 1.60840
C: -3.11820 1.61423 1.32363
C: -3.76057 1.25813 0.10814
C: -5.15011 1.50602 0.07773
C: -5.89210 1.29486 -1.08149
C: -5.23833 0.87086 -2.22714
C: -3.96079 0.49145 -2.21427
C: -3.11011 0.76067 -1.10470
O: -1.83907 0.59254 -1.18189
N: -7.24501 1.67580 -0.98247
O: -7.92072 1.72545 -2.02605
O: -7.71872 1.88023 0.16363
H: -3.60007 2.22634 2.05814
H: -5.63849 1.88442 0.95584
H: -5.83029 0.69748 -3.12107
H: -3.48860 0.07287 -3.06838
N: 3.55380 -0.09717 4.40617
N: 2.23683 -0.03894 4.04865
N: 1.21569 0.57172 4.63737
C: 0.21458 0.43171 3.71418
N: 0.63668 -0.41143 2.75438
N: 1.90650 -0.66136 2.90059
H: 3.66851 0.09312 5.38819
H: 4.06970 -0.94446 4.09773
H: -0.79167 0.79134 3.82715
Cl: 6.50424 -2.09570 -0.90907
C: 5.44335 -0.84186 -0.81232
C: 4.72438 -0.43231 -1.94492
C: 3.72323 0.51710 -1.86459
C: 3.35826 0.97112 -0.58291
C: 2.28084 1.80615 -0.30540
C: 4.11292 0.61130 0.59281
C: 5.24178 -0.12111 0.42263
H: 4.82859 -1.00464 -2.83017
H: 3.18369 0.80941 -2.81301
H: 1.78987 2.42286 -1.06285
H: 2.09579 2.12788 0.72172
H: 3.76792 1.00385 1.59108
H: 5.84722 -0.37331 1.31836
F: 1.70469 -1.61263 -1.06346
Sb: 0.98157 -2.08044 -2.85802
F: 0.07407 -2.45633 -4.49591
F: 2.70120 -1.85398 -3.69624
F: 1.47185 -3.88046 -2.55641
F: 0.50119 -0.14846 -2.88102
F: -0.74311 -2.29656 -2.06782
F: -2.14291 -2.22006 1.51903
C: -1.07603 -2.28015 0.64205
F: -0.22058 -3.27661 1.11218
H: -1.43331 -2.68075 -0.33159

## Properties
Frontier orbital gap (spin up / spin down): 6.393 / 6.568 eV
Spin multiplicity: 2
LUMO (spin up / spin down): 0.0731 / 0.0561 hartree
Total charge: -1

Mulliken atomic charge list, values in e, 5 entries:
1 Pb 1.526
2 O -0.474
3 C -0.565
4 C 0.822
5 C -0.436

=====

Quick one: least stable of them? version 1

=====

Version 1
A cluster of 2 separate species, H12Si5 in total, computed with the ωB97M-V functional and the def2-TZVPD basis.

Atoms and positions in Å:
Si: -1.27215 -2.35366 -0.28171
Si: -2.57727 1.59803 0.03446
Si: 4.13995 0.76313 0.02812
Si: 0.55979 -1.38453 0.77892
Si: 2.02799 0.07095 -0.43276
H: -1.79435 -1.15553 -0.99768
H: -0.93968 -3.56329 -0.94432
H: -2.22488 -2.69047 0.80044
H: -2.14519 0.73696 1.13508
H: -2.43549 2.95033 0.56268
H: -3.97579 1.25058 -0.47299
H: 4.74061 -0.33194 0.77257
H: 5.22308 1.47704 -0.91205
H: 3.86928 1.73672 1.30709
H: 0.21849 -0.53220 2.08028
H: -1.74032 1.61666 -1.12090
H: 2.32914 -0.90196 -1.41652

## Properties
Frontier orbital gap (spin up / spin down): 6.643 / 7.811 eV
Spin multiplicity: 3
LUMO (spin up / spin down): -0.0068 / -0.0761 hartree

Mulliken atomic charge list, values in e, 5 entries:
1 Si 0.451
2 Si 0.426
3 Si 0.222
4 Si -0.040
5 Si 0.115

=====

Version 2
A cluster of 2 separate species, H12Si5 in total, computed with the ωB97M-V functional and the def2-TZVPD basis.

Atoms and positions in Å:
Si: 1.20159 -2.19365 1.67932
Si: 0.32136 2.13265 0.93496
Si: -1.32325 0.78741 -2.57034
Si: -0.18931 -1.48352 -0.01771
Si: -1.06193 0.62599 -0.10702
H: 1.15768 -3.76618 2.13444
H: 2.55299 -1.72022 1.73006
H: 0.55137 -1.48967 2.71131
H: 0.15867 3.48397 0.33812
H: -0.10317 2.17018 2.47809
H: 1.72633 1.89781 1.19564
H: 0.04132 0.95691 -2.99912
H: -1.79886 -0.54530 -2.93768
H: -2.28812 1.68206 -3.25028
H: -0.44526 -2.33803 -1.14077
H: 1.85330 -0.74096 -0.88233
H: -2.35469 0.54058 0.70332

## Properties
Frontier orbital gap (spin up / spin down): 6.826 / 7.110 eV
Spin multiplicity: 3
LUMO (spin up / spin down): 0.0113 / -0.0950 hartree

Mulliken atomic charge list, values in e, 5 entries:
1 Si 0.363
2 Si 0.295
3 Si 0.416
4 Si -0.122
5 Si 0.161

=====

Quick one: least stable of them? version 2

=====

Version 1
A cluster of 2 separate species, C2HNO2S in total, computed with the ωB97M-V functional and the def2-TZVPD basis.

Atoms and positions in Å:
C: -2.89131 -0.04033 -0.18098
C: -0.66065 2.45902 0.82538
N: -0.09753 1.66880 0.21628
O: -3.24106 1.03375 -0.55025
O: 0.43694 0.69995 -0.53527
S: -2.47302 -1.50197 0.24670
H: 0.05241 0.92022 -1.36156

## Properties
Frontier orbital gap: 11.138 eV
Spin multiplicity: 1
LUMO: 0.0088 hartree

Mulliken atomic charge list, values in e, 5 entries:
1 C 0.593
2 C -0.254
3 N 0.135
4 O -0.362
5 O -0.251

=====

Version 2
The molecule C2HNO2S, computed with the ωB97M-V functional and the def2-TZVPD basis.

Atoms and positions in Å:
N: -2.78801 -1.37789 -0.77672
C: -2.03145 -0.84898 -0.11150
S: -0.98334 -0.06285 0.98005
O: 0.20326 0.23128 -0.22150
C: 1.53460 0.50399 0.04741
O: 2.29817 0.33222 -0.84747
H: 1.76677 1.22223 0.92973

## Properties
Frontier orbital gap: 9.498 eV
Spin multiplicity: 1
LUMO: -0.0317 hartree
SMILES string: N#CSOC=O

Mulliken atomic charge list, values in e, 5 entries:
1 N -0.291
2 C 0.302
3 S 0.076
4 O -0.240
5 C 0.291

=====

Version 3
A structure of composition C2HNO2S, computed with the ωB97M-V functional and the def2-TZVPD basis.

Atoms and positions in Å:
C: -1.74489 0.19705 0.33785
C: -0.76608 1.03195 -0.08418
N: -2.68361 -0.48695 0.54048
O: 0.38375 1.06245 -0.46059
O: 1.00784 -1.62934 0.29005
S: 1.63920 -0.66658 -0.65040
H: 2.16379 0.49142 0.02679

## Properties
Frontier orbital gap: 6.410 eV
Spin multiplicity: 1
LUMO: -0.0693 hartree

Mulliken atomic charge list, values in e, 5 entries:
1 C 0.404
2 C 0.123
3 N -0.315
4 O -0.365
5 O -0.442

=====

Quick one: least stable of them? version 3